C9H19N3O4 | ωB97M-V with the def2-TZVPD basis set

Each line ends with the natural charge from an NBO analysis.
Positions of all 35 atoms, in Å:
N 5.019 -1.017 -1.904  -0.82
C 3.609 -0.968 -2.269  -0.22
C 3.139 0.399 -2.658  -0.40
C 1.657 0.363 -2.802  -0.40
C 0.732 -0.385 -1.884  -0.41
C -0.484 0.500 -1.592  -0.14
N -0.090 1.807 -1.070  -0.87
C -1.219 -0.227 -0.435  0.68
O -2.328 -0.741 -0.667  -0.62
N -0.680 -0.007 0.760  -0.63
C -1.276 -0.588 1.984  -0.17
C -0.369 -0.411 3.231  -0.06
O 0.181 0.898 3.327  -0.72
C -2.795 -0.195 2.045  0.81
O -3.763 -0.921 2.005  -0.55
O -2.789 1.177 2.022  -0.70
H 5.305 -1.932 -1.530  0.36
H 5.100 -0.325 -1.208  0.35
H 2.970 -1.416 -1.537  0.16
H 3.474 -1.581 -3.139  0.18
H 3.418 1.227 -2.048  0.20
H 3.530 0.845 -3.648  0.21
H 1.267 1.359 -2.919  0.20
H 1.605 -0.091 -3.700  0.19
H 1.339 -0.546 -1.031  0.19
H 0.536 -1.433 -2.311  0.23
H -1.270 0.589 -2.282  0.22
H -0.727 2.053 -0.206  0.40
H -0.216 2.534 -1.794  0.37
H 0.355 0.063 0.578  0.42
H -1.410 -1.697 1.882  0.22
H 0.354 -1.284 3.134  0.18
H -0.999 -0.564 4.235  0.19
H 0.960 0.920 3.859  0.48
H -3.712 1.546 1.950  0.50

## Properties
HOMO level in eV: -9.3
LUMO energy in Eh: 0.0150
SMILES: NCCCC[C@H](N)C(=O)N[C@@H](CO)C(=O)O
Energy relative to the best compared isomer or geometry (same formula, charge and spin) in kcal/mol: 58.25
Gap between HOMO and LUMO in eV: 9.7
E in eV: -22299.567

***

C15H13CoN2O3SbSe4 | ωB97M-V with the def2-TZVPD basis set

Each line ends with the natural charge from an NBO analysis.
Positions of all 39 atoms, in Å:
Co 1.114 -1.486 0.623  1.40
Se 3.646 -2.820 -3.345  -0.88
Sb 4.328 -2.864 -1.019  0.77
Se 2.149 -3.618 0.207  -1.04
Se 4.426 -0.209 -0.507  -0.21
Se 6.547 -0.068 -1.216  -0.24
O 2.198 0.680 3.891  -0.65
C 1.695 0.177 2.899  0.75
O 2.212 -0.628 2.068  -0.80
C 0.247 0.567 2.561  0.14
C -0.457 1.491 3.367  -0.24
C -1.714 1.851 2.994  -0.12
C -2.277 1.318 1.802  -0.11
C -3.556 1.685 1.328  -0.19
C -4.034 1.169 0.156  -0.22
C -3.254 0.266 -0.590  -0.19
C -2.019 -0.118 -0.151  -0.21
C -1.508 0.400 1.059  0.23
N -0.264 0.025 1.477  -0.54
H 0.046 1.871 4.242  0.25
H -2.296 2.550 3.581  0.21
H -4.141 2.385 1.907  0.21
H -5.013 1.454 -0.205  0.21
H -3.637 -0.127 -1.520  0.21
H -1.416 -0.815 -0.712  0.23
O -0.825 -2.862 0.725  -0.97
H -0.319 -3.460 0.141  0.51
H -0.669 -3.247 1.597  0.49
C 0.425 0.977 -3.451  -0.15
C 0.720 1.676 -2.286  -0.26
C 1.129 0.963 -1.181  0.05
N 1.243 -0.371 -1.187  -0.58
C 0.992 -1.040 -2.315  0.07
C 0.578 -0.396 -3.472  -0.25
H 0.093 1.505 -4.334  0.21
H 0.640 2.752 -2.235  0.22
H 1.398 1.455 -0.254  0.21
H 1.167 -2.110 -2.279  0.26
H 0.405 -0.977 -4.365  0.23

## Properties
HOMO level (alpha / beta) in eV: -3.8 / -3.8
LUMO energy (alpha / beta) in Eh: 0.0598 / 0.0599
Net charge: -1
Spin multiplicity: 5
Gap between HOMO and LUMO (alpha / beta) in eV: 5.5 / 5.4
E in eV: -330444.268